(1)
91
Properties=species:S:1:pos:R:3:forces:R:3 method="wB97M-V/def2-TZVPD" e_lumo_ev=-0.05 gap_ev=7.00
Ba -1.0738 0.4081 -0.1090 -0.09 -0.08 -0.09
C -2.1829 2.5754 5.1916 0.00 0.00 0.00
C -2.3228 1.6943 3.9515 0.01 0.01 0.00
C -2.9947 2.5191 2.8510 0.00 0.00 0.01
P -0.7778 0.9738 3.1972 0.01 0.00 0.03
C -0.0990 -0.2922 4.3979 -0.01 0.00 0.00
C 1.4232 -0.3754 4.2540 0.00 0.00 0.00
C -0.4933 -0.2203 5.8709 0.00 0.00 0.00
C 0.3798 2.3694 3.1901 0.01 0.00 0.00
C 0.9382 2.9058 4.3524 -0.01 0.00 0.01
C 1.8154 3.9766 4.3405 0.01 0.00 0.00
C 2.4062 4.5348 5.6077 0.00 0.00 0.00
C 2.1275 4.5215 3.0920 0.00 -0.01 -0.01
C 1.6003 4.0196 1.9221 0.00 0.00 0.00
C 0.7116 2.9192 1.9262 -0.01 0.01 0.00
N 0.1926 2.3712 0.7934 0.00 -0.02 -0.02
C 0.4488 2.9422 -0.4680 0.01 0.01 0.01
C 1.3663 2.3202 -1.3296 0.00 0.00 0.01
C 2.2638 1.2231 -0.8087 -0.01 0.03 -0.01
C 1.4886 2.7599 -2.6485 -0.01 -0.01 -0.01
C 0.7331 3.8137 -3.1340 0.01 0.00 0.00
C 0.8552 4.2738 -4.5611 0.00 0.00 0.00
C -0.1547 4.4407 -2.2605 0.00 0.00 -0.01
C -0.3143 4.0268 -0.9485 0.01 0.00 0.01
C -1.2947 4.7065 -0.0359 0.00 0.00 0.00
H -3.1731 2.9137 5.5077 0.00 0.00 0.00
H -1.5900 3.4607 4.9598 0.00 0.00 0.00
H -1.7218 2.0682 6.0350 0.00 0.00 0.00
H -2.9573 0.8327 4.1942 0.00 0.00 0.00
H -2.3708 3.3797 2.5979 0.00 0.00 0.00
H -3.9655 2.8957 3.1815 0.00 0.00 0.00
H -3.1388 1.9601 1.9240 0.00 0.00 -0.01
H -0.5238 -1.2252 4.0049 -0.01 0.00 0.00
H 1.9055 0.4295 4.8079 0.00 0.00 0.00
H 1.7441 -0.2813 3.2157 0.00 0.00 0.00
H 1.7897 -1.3243 4.6561 0.00 0.00 0.00
H -0.0585 0.6499 6.3633 0.00 0.00 0.00
H -0.1182 -1.1065 6.3896 0.00 0.00 0.00
H -1.5742 -0.1895 6.0107 0.00 0.00 0.00
H 0.6745 2.4706 5.3107 0.00 0.00 0.00
H 2.0299 4.0017 6.4815 0.00 0.00 0.00
H 2.1596 5.5912 5.7335 0.00 0.00 0.00
H 3.4953 4.4531 5.6135 0.00 0.00 0.00
H 2.8089 5.3649 3.0393 0.00 0.00 0.00
H 1.8730 4.4650 0.9722 0.00 0.00 0.00
H 2.6535 1.4731 0.1781 0.00 0.00 0.00
H 3.0973 1.0611 -1.4923 0.00 -0.01 0.00
H 1.7590 0.2542 -0.7052 0.01 -0.01 0.02
H 2.2050 2.2728 -3.3024 0.00 0.00 0.00
H 1.6653 3.7567 -5.0743 0.00 0.00 0.00
H 1.0503 5.3459 -4.6134 0.00 0.00 0.00
H -0.0672 4.0826 -5.1128 0.00 0.00 0.00
H -0.7508 5.2727 -2.6220 0.00 0.00 0.00
H -1.7687 5.5500 -0.5364 0.00 0.00 0.00
H -0.8032 5.0684 0.8696 0.00 0.00 0.00
H -2.0752 4.0107 0.2796 0.00 0.00 0.00
N 1.3559 -1.9342 1.2392 0.03 0.00 0.03
C 0.3840 -2.3631 0.3396 0.01 0.03 0.00
C -0.8942 -2.7121 0.7811 0.03 0.01 0.00
C -1.8990 -3.0047 -0.1385 0.03 0.00 0.03
C -1.6488 -2.9349 -1.5004 -0.02 0.01 0.00
C -0.3766 -2.5877 -1.9436 0.01 0.01 0.00
C 0.6323 -2.3050 -1.0377 0.02 0.02 0.01
S -2.9201 -3.2833 -2.7147 0.00 0.00 0.00
O -2.8577 -2.1155 -3.5871 0.00 -0.01 0.00
O -2.5442 -4.5335 -3.3198 0.01 0.00 0.00
O -4.1498 -3.3296 -1.9128 -0.01 0.00 0.00
H 2.3107 -2.0016 0.9228 0.00 -0.01 -0.01
H 1.2457 -2.2443 2.1918 -0.02 -0.02 -0.01
H -1.0995 -2.7630 1.8454 -0.01 0.00 0.00
H -2.8873 -3.2895 0.2023 0.00 0.00 -0.01
H -0.1857 -2.5408 -3.0086 0.00 0.00 0.00
H 1.6241 -2.0446 -1.3905 0.00 -0.01 0.00
N -4.1941 -0.5966 -1.6435 -0.01 -0.01 0.00
C -4.2603 0.3596 -0.7420 0.00 0.04 0.01
S -3.7082 1.9433 -1.0659 -0.01 0.01 0.02
N -4.6804 0.0610 0.5152 0.00 -0.01 0.00
C -4.8142 -1.2368 1.0904 0.01 -0.01 0.00
C -5.6227 -2.2116 0.5273 0.00 0.00 0.00
C -5.6688 -3.4747 1.1005 0.00 0.01 0.00
C -4.9490 -3.7520 2.2523 0.00 0.00 0.00
C -4.1699 -2.7603 2.8359 0.00 0.00 0.00
C -4.0911 -1.5085 2.2494 -0.03 -0.02 0.01
H -3.8196 -0.3946 -2.5603 0.00 0.01 0.00
H -4.4051 -1.5939 -1.4996 0.00 0.00 0.00
H -4.6755 0.8494 1.1430 0.00 0.00 0.00
H -6.2005 -1.9996 -0.3618 0.00 0.00 0.00
H -6.2698 -4.2431 0.6344 0.00 0.00 0.00
H -4.9947 -4.7378 2.6953 0.00 0.00 0.00
H -3.6122 -2.9661 3.7411 0.00 0.00 0.00
H -3.4639 -0.7349 2.6799 0.02 0.02 -0.01

=====

(2)
95
Properties=species:S:1:pos:R:3:forces:R:3 method="wB97M-V/def2-TZVPD" e_lumo_ev="-2.59 / -5.59" spin_multiplicity=5 gap_ev="4.53 / 4.35" charge=+1
Ir 5.6616 -16.6123 11.6374 1.30 -0.23 -1.45
I 5.9386 -15.2315 13.6153 -1.54 1.75 1.49
C 7.9455 -15.6709 13.9481 -0.19 -1.32 -1.70
C 8.1992 -16.1195 15.2275 0.17 -0.12 0.49
C 9.4679 -15.9149 15.6942 0.90 -0.60 1.62
C 10.4490 -15.3044 14.9151 -0.40 0.09 0.17
C 10.1652 -14.9513 13.5557 1.05 0.52 1.48
C 11.0956 -14.1563 12.8601 0.91 -0.47 0.24
C 10.9278 -13.9181 11.5308 -0.10 0.28 -1.00
C 9.7637 -14.3881 10.8756 1.25 0.36 1.69
C 8.7581 -14.9518 11.5984 -0.99 -1.48 0.90
P 7.3357 -15.4203 10.5474 1.15 0.42 -0.82
C 8.1275 -16.4679 9.2701 0.76 0.07 0.26
C 7.4609 -16.6568 8.0754 -0.67 -1.18 -1.29
C 7.8429 -17.6796 7.1637 0.17 0.50 0.91
C 8.9834 -18.4312 7.4595 -1.13 0.98 -0.13
C 9.7354 -18.1491 8.5917 0.62 0.06 0.49
C 9.3375 -17.1681 9.5118 -0.45 -0.55 -0.27
C 7.0043 -13.7533 9.8682 1.12 -0.30 0.25
C 6.8053 -12.7938 10.8594 -0.85 0.01 -0.50
C 6.2166 -11.6015 10.4860 -0.01 1.14 0.19
C 6.0036 -11.2835 9.1510 0.28 -0.98 -0.26
C 6.4260 -12.1926 8.1676 0.02 0.48 -0.13
C 7.0348 -13.3956 8.5162 -1.27 1.06 1.36
C 8.9240 -15.2693 12.9771 -0.34 0.84 0.13
H 7.4062 -16.5988 15.8205 0.46 0.32 -0.18
H 9.7248 -16.2554 16.7226 -0.14 0.32 -0.86
H 11.3974 -15.0688 15.4195 -0.35 -0.03 -0.70
H 11.9949 -13.8435 13.4199 -0.56 0.00 -0.54
H 11.6664 -13.3512 10.9631 -0.15 -0.22 0.15
H 9.6357 -14.3807 9.8395 0.16 0.63 -1.51
H 6.5455 -16.1089 7.8558 0.32 -0.06 0.09
H 7.2262 -17.9264 6.2854 0.35 0.38 0.54
H 9.2253 -19.2055 6.7707 0.51 -0.57 -0.21
H 10.6622 -18.7249 8.7495 -0.53 0.42 0.10
H 9.9318 -17.0075 10.4197 -0.34 -0.04 -0.42
H 7.0940 -12.9608 11.8912 -0.36 -0.18 -0.02
H 5.9258 -10.8534 11.2249 0.31 -0.23 0.00
H 5.6081 -10.3140 8.8906 -0.24 -0.03 -0.13
H 6.2419 -11.9738 7.1126 0.44 0.12 0.28
H 7.5216 -13.9808 7.7925 -0.01 -1.04 -0.87
C 0.8038 -10.5194 16.2609 0.21 1.07 1.24
C -0.0657 -11.7266 16.2151 -0.43 -1.11 -0.23
C 0.8972 -12.8321 16.5984 0.74 -0.71 0.35
O 2.2620 -12.3987 16.2941 -1.22 -0.22 0.78
C 2.1577 -11.0783 15.8338 0.57 0.94 -1.46
H 0.7981 -10.0698 17.2876 0.24 -0.31 -0.83
H 0.4347 -9.7953 15.5546 0.09 0.61 -0.10
H -0.3705 -11.9201 15.1849 -0.16 0.15 -0.06
H -0.9773 -11.7462 16.8331 0.45 0.27 -0.12
H 0.7082 -13.6959 15.9616 0.00 -0.38 0.45
H 0.8496 -13.0650 17.6809 0.04 -0.13 -0.60
H 2.1194 -11.1286 14.7017 0.38 0.33 0.87
H 3.0544 -10.4854 16.1599 -0.88 -0.52 -0.31
C 3.8342 -14.0396 5.3970 0.22 0.12 0.79
Ge 2.0697 -13.4636 6.0954 -0.49 -0.69 -2.38
C 0.9243 -15.0808 6.0160 0.24 -0.48 -0.08
C 1.2366 -12.0800 4.9219 0.93 -0.09 -0.05
C 2.0290 -12.6152 7.8583 1.65 -0.79 1.37
Se 2.0859 -14.1263 9.1415 -1.10 1.93 0.22
C 0.2017 -13.9282 9.6795 0.18 -0.10 0.70
H 3.7909 -14.1269 4.2879 0.04 0.19 0.83
H 4.1551 -15.0161 5.8475 -0.31 0.87 -0.38
H 4.5366 -13.2436 5.7309 -0.10 -0.64 -0.56
H 0.7635 -15.3755 4.9484 0.09 0.48 0.78
H -0.0528 -14.9279 6.4933 0.19 -0.15 -0.16
H 1.4411 -15.9519 6.4758 -0.36 0.52 -0.07
H 1.7658 -11.9857 3.9408 -0.45 -0.05 0.86
H 1.3293 -11.1494 5.4918 -0.11 0.09 -0.41
H 0.1855 -12.2933 4.7484 -0.06 -0.03 0.00
H 1.1676 -11.9784 8.0046 -0.16 -0.01 0.10
H 2.9923 -12.1075 8.1258 -0.80 -0.17 -0.55
H -0.0180 -13.0275 10.2667 0.77 0.07 -0.16
H 0.0417 -14.7546 10.3473 -0.24 -0.51 0.17
H -0.5362 -13.9271 8.8980 0.10 -0.29 -0.75
C 2.8481 -20.6194 14.4946 1.01 -0.24 -0.14
N 3.1981 -19.4237 13.7231 -0.83 -0.27 0.89
C 2.3205 -18.3018 13.7075 -1.04 1.21 0.00
C 3.1177 -17.2870 12.8879 -0.04 1.71 -0.38
O 2.8364 -16.1470 12.5177 0.18 -2.19 1.01
N 4.3700 -17.8650 12.6358 -1.21 -0.87 0.57
C 4.3421 -19.1250 13.1214 0.92 -0.59 0.12
N 5.3765 -20.0150 13.0888 -0.85 1.65 -0.26
H 1.7888 -20.6392 14.8138 0.61 0.25 -0.56
H 3.4761 -20.6815 15.4114 -0.34 -0.09 -0.60
H 3.0675 -21.4417 13.8011 -0.35 -0.33 0.67
H 2.0318 -17.9159 14.7136 0.64 -0.16 -0.50
H 1.3633 -18.5477 13.2464 0.04 0.03 -0.33
H 6.1834 -19.7119 12.5613 -0.04 -0.35 -0.04
H 5.1928 -20.9936 13.2202 0.14 -0.03 -0.01
O 2.6388 -16.5425 9.6405 1.77 -0.76 -1.15
Se 4.1688 -16.6523 8.9163 0.37 0.94 -0.79
O 5.1925 -17.6428 9.9685 -0.92 0.84 -0.74
O 4.8286 -15.0274 8.9555 -1.38 -3.47 -0.04
O 4.3151 -17.4117 7.4452 -0.60 1.36 2.13

=====

(3)
87
Properties=species:S:1:pos:R:3:forces:R:3 method="wB97M-V/def2-TZVPD" e_lumo_ev="-0.87 / -1.01" gap_ev="6.91 / 5.88"
Tl -1.0079 1.3645 -1.1846 0.21 0.07 -0.06
C -3.9101 -2.4298 -0.6802 0.02 -0.03 0.01
C -3.0536 -1.3097 -0.1310 -0.02 0.15 -0.14
O -2.7523 -0.3912 -0.9037 -0.17 -0.20 0.09
C -2.6941 -1.3884 1.2540 0.10 0.05 0.11
C -1.8956 -0.5393 1.9999 -0.09 -0.10 -0.01
C -1.6614 -0.8754 3.4473 0.02 -0.05 0.01
N -1.2960 0.5550 1.4718 -0.14 0.07 -0.08
N -0.5291 1.1767 2.3445 0.14 0.06 -0.01
C 0.0530 2.3106 1.8480 -0.05 -0.17 0.12
O -0.2929 2.9069 0.8217 0.08 0.12 -0.07
C 1.2164 2.7878 2.6560 -0.04 0.03 -0.07
C 1.3578 2.4707 4.0040 0.04 -0.05 0.02
C 2.4752 2.9007 4.7037 0.00 0.00 -0.02
C 3.4650 3.6302 4.0577 -0.01 0.01 -0.01
C 3.3283 3.9437 2.7117 -0.02 0.01 -0.01
C 2.2018 3.5330 2.0157 -0.01 0.05 0.02
H -3.6523 -2.5951 -1.7252 0.01 0.00 0.02
H -4.9581 -2.1246 -0.6365 0.00 0.01 0.00
H -3.7968 -3.3549 -0.1177 -0.01 -0.01 0.00
H -3.0944 -2.2424 1.7849 0.00 0.00 -0.01
H -2.2792 -1.7178 3.7501 0.00 -0.01 0.00
H -1.8675 -0.0176 4.0862 -0.01 -0.01 -0.01
H -0.6095 -1.1268 3.5989 -0.01 0.03 0.03
H 0.5922 1.8821 4.4904 0.00 0.00 -0.01
H 2.5795 2.6597 5.7538 0.00 0.00 0.00
H 4.3407 3.9567 4.6040 0.01 0.00 0.00
H 4.0982 4.5119 2.2056 0.00 0.00 0.00
H 2.0697 3.7772 0.9694 0.01 0.00 0.00
C -2.8433 -2.1591 -4.8855 0.05 0.00 0.01
C -1.4545 -2.4299 -4.3678 0.01 -0.02 -0.01
C -0.6324 -3.3829 -4.9715 -0.01 0.01 0.01
C 0.6570 -3.6410 -4.4967 0.00 -0.01 -0.01
C 1.5221 -4.6844 -5.1573 -0.02 0.02 0.02
C 1.1347 -2.9341 -3.4133 0.01 0.06 0.01
C 0.3408 -1.9422 -2.7632 0.07 -0.11 -0.02
C -0.9684 -1.7327 -3.2820 -0.06 0.03 0.02
N 0.6692 -1.1773 -1.7107 -0.04 -0.06 0.00
C 1.9215 -1.2790 -0.9767 -0.01 0.05 0.01
C 2.1239 -2.6731 -0.3469 0.02 0.01 -0.01
C 3.3973 -2.6835 0.5057 0.00 0.02 0.01
C 4.5996 -2.3118 -0.3701 -0.03 0.00 0.00
C 4.4119 -0.9012 -0.9402 0.00 0.00 0.02
C 4.2711 0.1018 0.2075 -0.01 0.00 0.00
C 3.0588 -0.2752 1.0617 0.02 0.00 0.01
C 3.2640 -1.6729 1.6484 0.00 -0.01 -0.02
C 1.8076 -0.2754 0.1849 0.01 -0.03 0.05
C 3.1529 -0.8684 -1.8137 -0.07 0.02 0.02
H -3.0901 -2.8150 -5.7194 -0.01 -0.01 0.00
H -2.9322 -1.1268 -5.2263 -0.02 0.00 -0.01
H -3.5880 -2.3049 -4.1017 -0.01 0.00 -0.01
H -1.0019 -3.9397 -5.8259 0.00 0.00 0.00
H 1.0046 -5.1551 -5.9921 0.00 0.00 0.00
H 1.7974 -5.4661 -4.4475 0.01 0.00 -0.01
H 2.4456 -4.2444 -5.5366 0.00 0.00 0.00
H 2.1334 -3.1496 -3.0697 0.05 0.03 0.02
H -1.6051 -1.0207 -2.7721 0.05 0.02 -0.02
H 2.1834 -3.4494 -1.1099 0.01 0.00 0.02
H 1.2487 -2.8977 0.2715 0.00 -0.01 -0.01
H 3.5387 -3.6874 0.9158 0.01 0.00 0.00
H 4.7034 -3.0339 -1.1872 0.01 0.00 0.00
H 5.5192 -2.3557 0.2209 0.00 0.00 0.00
H 5.2768 -0.6376 -1.5554 0.00 0.00 -0.01
H 4.1442 1.1127 -0.1921 0.01 0.01 0.00
H 5.1780 0.1044 0.8200 0.00 0.00 0.00
H 2.9339 0.4542 1.8658 -0.02 0.00 0.03
H 2.4165 -1.9413 2.2868 0.00 0.01 0.00
H 4.1631 -1.6909 2.2722 -0.01 0.00 0.01
H 1.6462 0.7279 -0.2264 0.00 -0.01 -0.01
H 0.9252 -0.5334 0.7763 0.02 0.02 -0.02
H 3.2859 -1.5180 -2.6768 -0.01 -0.07 -0.05
H 2.9847 0.1428 -2.1977 -0.01 -0.01 -0.01
C -3.0968 4.9411 1.4915 0.01 0.00 -0.04
C -4.2338 3.9841 1.1158 -0.12 -0.06 0.00
C -4.4592 2.9500 2.2272 0.02 0.00 0.01
C -5.5241 4.7623 0.8282 0.02 -0.02 -0.01
C -3.8451 3.2546 -0.1035 0.24 0.07 0.17
N -3.4787 2.6843 -1.0296 -0.24 0.05 -0.14
H -3.4155 5.5536 2.3363 0.02 -0.02 0.02
H -2.8485 5.5985 0.6582 -0.04 0.04 0.01
H -2.1967 4.3905 1.7603 0.02 -0.01 -0.01
H -4.8370 3.4558 3.1170 0.03 0.01 0.01
H -3.5247 2.4466 2.4767 0.00 -0.02 -0.01
H -5.1848 2.1964 1.9205 -0.02 0.01 0.01
H -5.8214 5.3005 1.7290 -0.01 0.00 0.00
H -6.3332 4.0907 0.5409 0.00 0.00 0.00
H -5.3729 5.4850 0.0264 0.00 0.00 0.00

=====

The max |F| results, record by record, are as follows: 0.15; 3.73; 0.30 eV Å⁻¹.